1.
Density functional theory data (ωB97M-V with the def2-TZVPD basis set) for CH5N3 in the gas phase at a distorted geometry.

Results
- E_LUMO: 0.9 eV
- E: -5587.881 eV
- Structure (SMILES): N=C(N)N
- Energy relative to the best compared isomer or geometry (same formula, charge and spin): 1.095 eV
- HOMO-LUMO gap: 10.3 eV
- HOMO level: -9.374 eV
- Strongest force on any atom: 4.660 eV/A

CARTESIAN COORDINATES (ANGSTROEM)
N 0.4704 -0.6689 1.1637
C 0.2944 -0.2288 -0.1232
N -1.1268 0.3276 -0.1768
N 1.0345 -0.1329 -1.1284
H -0.3527 -0.9724 1.6295
H 1.3781 -0.4827 1.5523
H -1.1823 1.3072 0.0824
H -1.2545 0.3065 -1.1861
H 0.7391 0.5444 -1.8132

In the Mulliken picture, each atom carries the following charge in e: -0.430, 0.590, -0.658, -0.665, 0.239, 0.229, 0.224, 0.239, 0.233

2.
Density functional theory data (ωB97M-V with the def2-TZVPD basis set) for CH5N3O as an isolated structure at a distorted geometry.

Results
- E_LUMO: 0.7 eV
- E: -7633.331 eV
- Energy relative to the best compared isomer or geometry (same formula, charge and spin): 2.306 eV
- HOMO-LUMO gap: 10.2 eV
- HOMO level: -9.477 eV
- Strongest force on any atom: 7.251 eV/A

CARTESIAN COORDINATES (ANGSTROEM)
C -1.1809 -0.2111 -0.0238
H 2.1411 -0.1953 0.6818
H 2.0468 -0.0921 -0.9154
H 0.4239 -1.7665 -0.2424
H -1.9862 1.5953 0.6097
H -0.0468 1.2557 0.1661
N 1.4912 -0.0409 -0.0749
N 0.3521 -0.7119 0.0784
N -1.1155 1.1280 -0.1999
O -2.1256 -0.9613 -0.0797

In the Mulliken picture, each atom carries the following charge in e: 0.378, 0.210, 0.191, 0.223, 0.332, 0.392, -0.538, -0.157, -0.500, -0.532

3.
Density functional theory data (ωB97M-V with the def2-TZVPD basis set) for CH5N3O as an isolated structure at a distorted geometry.

Results
- E_LUMO: 0.5 eV
- E: -7633.028 eV
- Energy relative to the best compared isomer or geometry (same formula, charge and spin): 2.610 eV
- HOMO-LUMO gap: 8.4 eV
- HOMO level: -7.891 eV
- Strongest force on any atom: 1.717 eV/A

CARTESIAN COORDINATES (ANGSTROEM)
C -0.3805 0.2756 -0.0627
N 1.5474 -1.0576 0.1740
N -1.6905 0.0825 0.1520
O 0.2737 1.4493 -0.0651
N 0.1871 -0.9026 -0.1276
H -0.3390 2.1510 0.1893
H 1.9938 -1.5515 -0.5924
H 1.9957 -0.1484 0.2782
H -2.3381 0.8236 -0.1006
H -1.2496 -1.1219 0.1550

In the Mulliken picture, each atom carries the following charge in e: 0.334, -0.527, -0.516, -0.501, -0.251, 0.318, 0.229, 0.241, 0.198, 0.475

4.
Density functional theory data (ωB97M-V with the def2-TZVPD basis set) for CH5N3O in the gas phase at a distorted geometry.

Results
- E_LUMO (spin up / spin down): 0.4 / 0.2 eV
- E: -7630.875 eV
- Energy relative to the best compared isomer or geometry (same formula, charge and spin): 4.763 eV
- HOMO-LUMO gap (spin up / spin down): 9.5 / 8.5 eV
- HOMO level (spin up / spin down): -9.032 / -8.289 eV
- Strongest force on any atom: 1.357 eV/A

CARTESIAN COORDINATES (ANGSTROEM)
C -0.1845 0.9768 0.2598
N 0.8643 0.1550 -0.4111
N -1.2061 0.3193 -0.4255
N 1.1749 -1.0571 -0.0991
O -1.4568 -0.8850 0.2096
H -0.1492 0.8321 1.3461
H -0.1218 2.0190 -0.0367
H 0.8692 0.3249 -1.4185
H 1.1998 -1.1564 0.9190
H -0.9899 -1.5286 -0.3435

In the Mulliken picture, each atom carries the following charge in e: -0.183, 0.165, -0.461, -0.720, -0.329, 0.344, 0.265, 0.319, 0.265, 0.334

5.
Density functional theory data (ωB97M-V with the def2-TZVPD basis set) for CH5N3O2 in the gas phase at a distorted geometry.

Results
- E_LUMO: 0.7 eV
- E: -9680.301 eV
- Structure (SMILES): NC(N)[N+](=O)[O-]
- Energy relative to the best compared isomer or geometry (same formula, charge and spin): 2.169 eV
- HOMO-LUMO gap: 10.9 eV
- HOMO level: -10.171 eV
- Strongest force on any atom: 3.503 eV/A

CARTESIAN COORDINATES (ANGSTROEM)
C -0.2121 -0.3678 -0.0523
N -0.5090 0.3729 -1.2474
N -0.9563 0.0948 1.1271
N 1.3492 -0.0139 0.1144
O 1.8685 1.0073 -0.3091
O 1.9806 -0.8734 0.7003
H -0.1605 -1.4466 -0.0307
H -0.2261 0.0793 -2.2198
H -1.5064 0.6374 -1.2195
H -0.8625 1.0699 1.2726
H -0.7655 -0.5598 1.8643

In the Mulliken picture, each atom carries the following charge in e: 0.060, -0.536, -0.588, 0.802, -0.511, -0.574, 0.394, 0.211, 0.230, 0.247, 0.263

6.
Density functional theory data (ωB97M-V with the def2-TZVPD basis set) for CH5N3O2 in the gas phase at a distorted geometry.

Results
- E_LUMO: 0.7 eV
- E: -9678.031 eV
- Structure (SMILES): CN/[N+]([O-])=N\O
- Energy relative to the best compared isomer or geometry (same formula, charge and spin): 4.440 eV
- HOMO-LUMO gap: 9.8 eV
- HOMO level: -9.070 eV
- Strongest force on any atom: 3.260 eV/A

CARTESIAN COORDINATES (ANGSTROEM)
C 1.2397 0.4921 0.0904
N -1.6881 -0.3150 0.2317
N 0.4589 -0.4584 -0.6584
O -1.3136 0.9341 0.7402
N -0.7735 -1.0158 -0.2781
O -1.0567 -2.0702 -0.8425
H -2.0633 1.1784 1.2954
H 0.8549 -0.9446 -1.4547
H 1.0701 0.3642 1.1589
H 0.9782 1.5199 -0.1692
H 2.2934 0.3153 -0.1138

In the Mulliken picture, each atom carries the following charge in e: -0.665, -0.452, -0.287, -0.355, 1.012, -0.734, 0.385, 0.261, 0.280, 0.214, 0.342

7.
Density functional theory data (ωB97M-V with the def2-TZVPD basis set) for a 2-piece molecular cluster, CH5N3OP overall at a distorted geometry.

Results
- E_LUMO: -6.7 eV
- E: -16916.943 eV
- Charge: +1
- Energy relative to the best compared isomer or geometry (same formula, charge and spin): 2.015 eV
- HOMO-LUMO gap: 7.2 eV
- HOMO level: -13.914 eV
- Strongest force on any atom: 2.171 eV/A

CARTESIAN COORDINATES (ANGSTROEM)
C -0.1610 -0.0948 0.5253
N -0.9386 -0.6043 1.5235
N 0.7917 0.8196 0.8641
N -0.3193 -0.3848 -0.7387
O 0.0731 0.0564 -3.9658
P 1.0082 0.4612 -2.9825
H -0.5964 -0.4599 2.4371
H -1.1711 -1.5128 1.2406
H 1.3980 0.9467 1.6580
H 1.1241 1.5529 0.2830
H -1.2087 -0.7805 -0.8446

In the Mulliken picture, each atom carries the following charge in e: 0.531, -0.423, -0.358, -0.544, -0.166, 0.912, 0.236, 0.247, 0.206, 0.169, 0.189

8.
Density functional theory data (ωB97M-V with the def2-TZVPD basis set) for a 2-piece molecular cluster, CH5N4 overall at a distorted geometry.

Results
- E_LUMO: -4.1 eV
- E: -7065.202 eV
- Charge: +1
- Energy relative to the best compared isomer or geometry (same formula, charge and spin): 4.635 eV
- HOMO-LUMO gap: 9.9 eV
- HOMO level: -13.995 eV
- Strongest force on any atom: 1.983 eV/A

CARTESIAN COORDINATES (ANGSTROEM)
C 0.1589 1.2392 -0.3736
N -1.3339 -1.3249 0.9950
N -1.0015 -0.1605 0.9150
N 1.3924 0.8741 -0.3149
N 0.6929 0.1713 -1.3073
H -2.0044 -1.6017 1.7275
H -1.3859 0.5456 1.5624
H 2.2225 0.6489 0.2107
H 0.3594 -0.7834 -1.1287
H 0.8996 0.3913 -2.2862

In the Mulliken picture, each atom carries the following charge in e: 0.072, -0.379, -0.016, 0.019, -0.134, 0.272, 0.220, 0.327, 0.310, 0.309

9.
Density functional theory data (ωB97M-V with the def2-TZVPD basis set) for a 2-piece molecular cluster, CH5N4O2 overall at a distorted geometry.

Results
- E_LUMO (spin up / spin down): 4.4 / 4.2 eV
- E: -11170.142 eV
- Charge: -1
- Energy relative to the best compared isomer or geometry (same formula, charge and spin): 2.602 eV
- HOMO-LUMO gap (spin up / spin down): 8.9 / 7.0 eV
- HOMO level (spin up / spin down): -4.527 / -2.803 eV
- Strongest force on any atom: 4.846 eV/A

CARTESIAN COORDINATES (ANGSTROEM)
C 1.9809 -0.2166 -0.1143
N -0.5815 -1.7490 0.0666
N -0.1410 2.1482 0.4518
N -0.2775 -0.6137 -0.7784
N 0.6484 0.2745 -0.7927
O 2.9573 0.2767 -0.6669
O 1.8609 -0.8509 0.9447
H 0.0264 -2.5294 -0.3114
H -0.1093 -1.5407 1.0038
H 0.0166 2.8444 -0.2145
H 0.6347 1.7852 0.8720
H -1.1717 -0.1937 -1.2834

In the Mulliken picture, each atom carries the following charge in e: 0.599, -0.682, -0.599, 0.034, -0.343, -0.662, -0.678, 0.271, 0.375, 0.169, 0.233, 0.283

10.
Density functional theory data (ωB97M-V with the def2-TZVPD basis set) for a 2-piece molecular cluster, CH5N4O2S overall at a distorted geometry.

Results
- E_LUMO: -5.2 eV
- E: -21996.556 eV
- Charge: +1
- Energy relative to the best compared isomer or geometry (same formula, charge and spin): 2.054 eV
- HOMO-LUMO gap: 9.3 eV
- HOMO level: -14.455 eV
- Strongest force on any atom: 1.982 eV/A

CARTESIAN COORDINATES (ANGSTROEM)
C 0.3533 1.1348 0.4964
N 0.7575 1.2830 -0.6039
N -0.5586 -0.8407 1.2447
N 0.2555 1.5231 1.7217
N 1.0031 0.8695 -1.7945
O -1.9107 -2.4485 -0.4279
O 0.3641 -1.7273 -0.9690
S -0.6087 -1.6834 0.0769
H 1.0812 1.5262 2.3111
H -0.6141 1.3459 2.2134
H 1.3390 1.5892 -2.4207
H -2.7202 -2.4700 0.0955
H 1.2587 -0.1019 -1.9437

In the Mulliken picture, each atom carries the following charge in e: 0.474, 0.276, -0.423, -0.350, -0.480, -0.371, -0.452, 0.814, 0.263, 0.311, 0.252, 0.399, 0.288

11.
Density functional theory data (ωB97M-V with the def2-TZVPD basis set) for a 2-piece molecular cluster, CH5N4OS overall at a distorted geometry.

Results
- E_LUMO (spin up / spin down): 2.7 / 3.8 eV
- E: -19955.774 eV
- Charge: -1
- Energy relative to the best compared isomer or geometry (same formula, charge and spin): 2.884 eV
- HOMO-LUMO gap (spin up / spin down): 5.0 / 7.3 eV
- HOMO level (spin up / spin down): -2.292 / -3.486 eV
- Strongest force on any atom: 3.806 eV/A

CARTESIAN COORDINATES (ANGSTROEM)
C 0.1007 -0.5521 -0.2285
N -1.2510 1.2354 -0.6587
N 1.1448 0.0087 -0.8463
N 0.2132 -1.8437 -0.0126
N -1.2281 0.0174 -0.2730
O 1.3789 -2.3816 -0.2409
S -2.5248 -1.0203 -0.0830
H 0.0916 0.8781 1.3479
H -2.2411 1.5439 -0.3494
H 1.8751 -0.6940 -0.7984
H 1.1677 0.9867 -0.5639
H -0.5941 -2.4404 0.2384

In the Mulliken picture, each atom carries the following charge in e: -0.181, -0.851, -0.345, 0.271, 0.527, -0.848, -0.564, 0.017, 0.200, 0.302, 0.328, 0.144

12.
Density functional theory data (ωB97M-V with the def2-TZVPD basis set) for CH5NO in the gas phase at a distorted geometry.

Results
- E_LUMO: 1.2 eV
- E: -4653.570 eV
- Structure (SMILES): CNO
- Energy relative to the best compared isomer or geometry (same formula, charge and spin): 1.813 eV
- HOMO-LUMO gap: 10.2 eV
- HOMO level: -9.041 eV
- Strongest force on any atom: 2.085 eV/A

CARTESIAN COORDINATES (ANGSTROEM)
C -1.2255 -0.2097 -0.0059
H -1.2864 -0.6467 1.0069
H -1.3750 -1.0588 -0.7171
H -2.0660 0.5147 -0.0381
H 0.2120 1.3116 0.4478
H 1.8004 -0.2970 -0.6071
N 0.0569 0.5263 -0.1556
O 1.2087 -0.2812 0.1290

In the Mulliken picture, each atom carries the following charge in e: -0.602, 0.278, 0.233, 0.262, 0.244, 0.319, -0.306, -0.428